[1]
6
Properties=species:S:1:pos:R:3:forces:R:3:nbo_charge:R:1 method="wB97M-V/def2-TZVPD" homo_energy_ev="-9.0713 / -9.0717" max_force_ev_per_a=4.193 energy_ha=-8176.64979 multiplicity=1
C -1.015 0.811 0.293 0.420 -0.434 0.337 -0.465
O 0.785 -1.417 -0.434 -0.304 -3.744 0.254 -1.006
P 1.030 -0.030 -0.446 1.313 3.942 -0.566 1.463
Br 3.400 0.460 -0.318 -1.077 -0.253 0.159 -0.370
Br -2.261 -0.332 -0.540 -0.013 0.734 0.037 0.186
Br -1.201 2.653 0.067 -0.340 -0.245 -0.221 0.191

---

[2]
5
Properties=species:S:1:pos:R:3:forces:R:3:nbo_charge:R:1 method="wB97M-V/def2-TZVPD" homo_energy_ev="-8.2122 / -8.5054" max_force_ev_per_a=0.611 energy_ha=-8101.32140 multiplicity=1
C 0.323 -2.310 0.208 -0.342 -0.289 0.415 -0.257
P -0.037 2.362 0.989 0.150 0.301 0.198 0.190
Br 1.724 -2.576 -0.974 0.168 0.201 -0.252 0.131
Br -0.434 -0.602 0.095 0.132 -0.246 -0.263 0.122
Br -1.575 3.127 -0.318 -0.108 0.033 -0.098 -0.186

---

[3]
7
Properties=species:S:1:pos:R:3:forces:R:3:nbo_charge:R:1 method="wB97M-V/def2-TZVPD" homo_energy_ev="-3.7681 / -3.7601" total_charge=-1 max_force_ev_per_a=2.931 energy_ha=-3720.79372 multiplicity=1
C -0.195 0.219 0.485 -0.883 -0.658 1.670 0.149
O 2.163 -0.858 1.051 -0.661 -0.594 0.315 -0.882
O 1.265 -1.630 -1.071 -0.956 -0.137 0.372 -0.858
F -0.238 0.628 1.782 -0.122 -0.409 -2.217 -0.309
S 0.985 -1.284 0.307 2.708 1.054 -0.382 1.714
Cl -2.136 3.289 -2.362 0.019 -0.156 0.135 -0.992
Br -1.846 -0.364 -0.194 -0.105 0.900 0.108 0.178

---

[4]
8
Properties=species:S:1:pos:R:3:forces:R:3:nbo_charge:R:1 method="wB97M-V/def2-TZVPD" homo_energy_ev=-4.5630 total_charge=-1 max_force_ev_per_a=3.226 energy_ha=-3435.77834 multiplicity=1
C 1.076 0.445 0.007 -1.661 -0.143 1.513 0.342
O -1.220 -1.586 -1.031 -0.418 0.374 1.104 -0.897
O -1.546 -0.976 1.371 -0.186 -0.585 0.787 -0.895
O -2.009 0.637 -0.397 -0.504 0.666 -0.094 -0.906
F 0.969 1.348 -0.965 0.523 0.162 -0.632 -0.378
F 1.234 1.247 1.153 0.032 -0.703 -0.707 -0.418
S -1.449 -0.605 0.009 2.659 -0.052 -1.825 2.422
Br 2.944 -0.510 -0.145 -0.445 0.281 -0.146 -0.269

---

[5]
6
Properties=species:S:1:pos:R:3:forces:R:3:nbo_charge:R:1 method="wB97M-V/def2-TZVPD" homo_energy_ev="-11.4378 / -11.0283" max_force_ev_per_a=3.952 energy_ha=-2851.37314 multiplicity=1
C 1.252 0.489 -0.125 -0.283 -2.220 3.257 0.402
N 0.179 -0.012 -0.786 0.246 0.405 -0.494 -0.259
N 1.390 -0.149 1.052 1.308 1.947 -1.274 -0.119
N -0.334 -0.906 -0.138 -0.858 -1.226 0.951 0.132
O 0.459 -1.049 1.166 -0.447 1.110 -2.440 -0.153
Br -2.945 1.626 -1.169 0.034 -0.016 0.001 -0.003

---

[6]
10
Properties=species:S:1:pos:R:3:forces:R:3:nbo_charge:R:1 method="wB97M-V/def2-TZVPD" homo_energy_ev=-10.2736 max_force_ev_per_a=2.948 energy_ha=-3475.23616 multiplicity=1
C -0.549 -1.972 -0.287 -0.478 0.501 0.439 -0.075
N -1.274 -2.767 -0.696 0.458 0.102 0.034 -0.202
N 1.118 0.008 -0.717 0.329 -0.061 0.500 -1.009
N -0.898 1.705 -0.077 2.569 -1.425 -0.224 0.762
O -1.042 1.493 -1.202 -1.449 1.486 -2.093 -0.205
O -0.444 2.535 0.603 -0.812 0.648 0.534 -0.226
O -0.986 0.328 0.592 -0.583 -0.906 1.780 -0.663
O 0.834 -0.989 1.691 -0.696 0.354 -1.007 -0.829
S 0.306 -0.582 0.421 0.792 -0.660 0.169 2.192
Br 2.935 0.243 -0.328 -0.131 -0.039 -0.132 0.254